DFT (the ωB97M-V functional and the def2-TZVPD basis) results for a structure of composition C51H71GeOP4ScSi3.

Calculated values
- 2S+1 = 2
- F_max (eV/Å) = 0.9
- HOMO level (spin up / spin down) (eV) = -14.64 / -15.17
- net charge = +3
- Kohn-Sham gap (spin up / spin down) (eV) = 5.98 / 5.65
- ΔE to the lowest compared entry with this formula, charge and spin (kcal/mol) = 0.0

Each line ends with the Mulliken charge.
Element x y z (Å)
Sc  -0.63  -0.18  0.04  -3.497
C  -2.99  -0.87  -4.33  -1.226
P  -3.03  -1.03  -2.50  2.030
C  -3.75  -2.71  -2.32  -1.683
C  -4.51  0.00  -2.15  -0.818
C  -4.82  -0.16  -0.67  -1.495
P  -3.37  0.26  0.38  1.912
C  -3.53  2.08  0.46  -0.844
C  -3.99  -0.31  1.98  -0.810
H  -3.92  -1.25  -4.75  0.707
H  -2.16  -1.45  -4.75  0.100
H  -2.86  0.17  -4.61  0.313
H  -4.76  -2.73  -2.72  0.518
H  -3.76  -3.03  -1.28  0.298
H  -3.14  -3.42  -2.89  0.428
H  -5.35  -0.32  -2.77  0.751
H  -4.29  1.04  -2.40  0.243
H  -5.10  -1.19  -0.45  0.501
H  -5.64  0.49  -0.34  0.717
H  -4.53  2.34  0.84  0.641
H  -3.42  2.50  -0.54  0.130
H  -2.77  2.51  1.11  -0.540
H  -4.96  0.13  2.19  0.779
H  -3.29  -0.05  2.77  -0.703
H  -4.10  -1.40  1.96  0.606
O  3.14  -0.24  -1.97  0.358
C  3.08  -0.71  -3.25  -0.214
C  4.19  -1.20  -3.93  -0.912
C  4.05  -1.64  -5.23  -1.051
C  2.81  -1.58  -5.86  -1.454
C  1.70  -1.17  -5.14  -0.819
C  1.79  -0.77  -3.80  1.376
P  0.27  -0.55  -2.75  0.969
C  -0.63  0.83  -3.57  1.698
C  -0.43  1.28  -4.86  -0.791
C  -1.07  2.42  -5.33  -1.291
C  -1.92  3.14  -4.49  -1.051
C  -2.10  2.73  -3.18  -1.420
C  -1.45  1.59  -2.73  2.603
C  -0.47  -2.25  -2.93  1.902
C  -0.61  -3.00  -4.10  -0.444
C  -0.97  -4.35  -4.04  -1.314
C  -1.18  -4.97  -2.82  -1.082
C  -1.08  -4.23  -1.65  -1.343
C  -0.73  -2.90  -1.73  1.992
C  4.17  0.41  -1.33  0.533
C  5.37  0.82  -1.88  -1.278
C  6.29  1.48  -1.06  -1.085
C  6.01  1.75  0.27  -1.069
C  4.76  1.41  0.78  -0.578
C  3.83  0.75  -0.01  0.111
P  2.11  0.51  0.54  1.009
C  1.28  1.78  -0.57  0.770
C  1.64  2.20  -1.87  -0.727
C  1.19  3.40  -2.37  -0.752
C  0.36  4.23  -1.61  -1.119
C  0.00  3.85  -0.34  -0.986
C  0.46  2.65  0.18  2.079
C  1.92  -1.38  0.37  2.174
C  2.03  -1.88  1.69  0.477
C  2.34  -3.20  1.95  -1.320
C  2.53  -4.09  0.91  -1.238
C  2.34  -3.65  -0.40  -1.364
C  2.04  -2.32  -0.67  -0.408
H  5.15  -1.26  -3.44  0.778
H  4.91  -2.03  -5.76  0.490
H  2.70  -1.87  -6.89  0.493
H  0.75  -1.17  -5.65  0.461
H  0.26  0.78  -5.53  0.467
H  -0.91  2.76  -6.35  0.498
H  -2.41  4.04  -4.85  0.493
H  -2.73  3.31  -2.51  0.488
H  -1.56  1.31  -1.68  -1.706
H  -0.46  -2.57  -5.07  0.302
H  -1.06  -4.91  -4.96  0.456
H  -1.43  -6.03  -2.78  0.490
H  -1.26  -4.70  -0.68  0.577
H  -0.66  -2.36  -0.79  -1.559
H  5.59  0.67  -2.92  0.760
H  7.23  1.80  -1.49  0.445
H  6.74  2.24  0.89  0.498
H  4.51  1.69  1.80  0.277
H  2.30  1.62  -2.49  0.352
H  1.51  3.70  -3.36  0.487
H  0.05  5.19  -2.01  0.481
H  -0.61  4.51  0.27  0.465
H  0.26  2.43  1.22  -1.772
H  1.90  -1.20  2.51  -1.361
H  2.44  -3.53  2.98  0.530
H  2.82  -5.11  1.10  0.472
H  2.44  -4.34  -1.23  0.613
H  1.92  -2.06  -1.70  0.614
C  -2.34  -1.62  4.75  -1.268
Si  -0.76  -1.73  3.76  1.207
C  -1.13  -2.76  2.21  -0.274
C  0.56  -2.47  4.84  -0.959
Ge  -0.21  0.48  2.81  2.270
Si  1.98  1.10  4.19  1.036
C  3.42  -0.01  3.78  -0.832
C  2.27  2.82  3.57  -0.882
C  1.76  0.94  6.02  -1.335
Si  -1.55  2.44  3.91  0.954
C  -0.97  2.48  5.66  -1.071
C  -3.38  2.12  4.01  -1.208
C  -1.23  4.01  2.98  -1.373
H  -2.30  -2.40  5.52  0.527
H  -3.22  -1.81  4.14  0.374
H  -2.47  -0.66  5.27  0.278
H  -1.68  -3.68  2.47  0.789
H  -0.23  -3.06  1.68  -0.098
H  -1.78  -2.19  1.52  -0.314
H  0.48  -3.56  4.82  0.487
H  0.41  -2.15  5.87  0.450
H  1.58  -2.20  4.55  -0.110
H  3.69  -0.06  2.73  0.142
H  3.26  -1.03  4.14  0.365
H  4.28  0.39  4.33  0.512
H  2.52  2.82  2.50  0.010
H  3.12  3.26  4.11  0.643
H  1.41  3.46  3.73  0.057
H  0.99  0.22  6.32  0.301
H  1.54  1.89  6.50  0.455
H  2.71  0.58  6.43  0.491
H  -0.82  1.49  6.08  0.306
H  -1.74  2.98  6.26  0.568
H  -0.04  3.06  5.78  0.267
H  -3.62  1.17  4.48  0.351
H  -3.91  2.20  3.07  0.259
H  -3.78  2.91  4.67  0.573
H  -0.18  4.21  2.81  0.445
H  -1.63  4.84  3.59  0.633
H  -1.76  4.04  2.02  0.380



DFT (the ωB97M-V functional and the def2-TZVPD basis) results for a structure of composition C26H16IN3Pt.

Calculated values
- F_max (eV/Å) = 0.5
- HOMO level (eV) = -7.81
- Kohn-Sham gap (eV) = 6.83

Each line ends with the Mulliken charge.
Element x y z (Å)
Pt  -1.18  -0.19  1.37  0.318
I  -1.91  -1.47  3.47  0.077
C  -0.60  -0.38  4.67  0.611
C  -0.37  -0.78  5.95  -0.715
C  0.50  -0.01  6.75  -0.473
C  1.08  1.11  6.22  -0.872
C  0.84  1.51  4.88  0.968
C  1.48  2.65  4.35  -0.763
C  1.28  2.98  3.05  -1.162
C  0.43  2.21  2.22  0.264
C  -0.26  1.10  2.67  -0.254
C  -0.03  0.75  4.05  0.268
H  -0.83  -1.67  6.36  0.364
H  0.71  -0.31  7.77  0.380
H  1.74  1.72  6.82  0.356
H  2.14  3.23  4.98  0.350
H  1.79  3.83  2.62  0.398
H  0.36  2.52  1.20  0.391
N  2.05  -1.30  -8.29  -0.520
C  1.63  -1.17  -7.23  -0.076
C  1.11  -1.01  -5.90  0.586
C  1.90  -1.33  -4.80  -0.841
C  1.39  -1.18  -3.52  -0.017
C  0.10  -0.71  -3.33  -0.436
C  -0.69  -0.39  -4.44  -0.106
C  -0.19  -0.54  -5.72  -0.852
C  -0.45  -0.56  -1.95  0.487
C  -0.61  0.74  -1.48  0.378
C  -0.43  1.95  -2.19  -0.265
C  -0.92  2.97  -1.40  -1.090
C  -1.35  2.36  -0.20  -0.771
N  -1.15  1.05  -0.23  -0.465
C  -0.82  -1.72  -1.29  0.517
C  -0.74  -3.04  -1.80  -0.501
C  -1.19  -3.89  -0.82  -1.069
C  -1.53  -3.06  0.27  -0.058
N  -1.33  -1.78  0.00  -0.237
H  2.91  -1.69  -4.95  0.449
H  2.00  -1.43  -2.66  0.513
H  -1.69  -0.02  -4.28  0.523
H  -0.80  -0.30  -6.58  0.448
H  -0.05  2.04  -3.20  0.572
H  -0.97  4.02  -1.63  0.443
H  -1.78  2.83  0.67  0.737
H  -0.40  -3.31  -2.79  0.494
H  -1.27  -4.96  -0.85  0.419
H  -1.92  -3.38  1.23  0.232



DFT (the ωB97M-V functional and the def2-TZVPD basis) results for a structure of composition C26H29BrCeN6O6S in a non-equilibrium geometry.

Calculated values
- 2S+1 = 2
- F_max (eV/Å) = 2.5
- HOMO level (spin up / spin down) (eV) = -10.41 / -11.66
- net charge = +1
- Kohn-Sham gap (spin up / spin down) (eV) = 7.78 / 9.04
- ΔE to the lowest compared entry with this formula, charge and spin (kcal/mol) = 0.0

Each line ends with the Mulliken charge.
Element x y z (Å)
Ce  -0.08  -0.15  -0.05  0.149
O  -1.19  6.10  -0.27  -0.521
C  -0.97  4.79  -0.30  0.803
C  -1.97  3.86  -0.65  -0.491
C  -1.67  2.51  -0.62  -0.017
N  -0.46  2.08  -0.27  0.639
C  0.52  2.94  0.03  0.376
C  0.31  4.31  0.02  -0.943
C  1.87  2.24  0.33  0.470
O  2.87  2.92  0.47  -0.738
O  1.80  0.96  0.38  -0.278
C  -2.64  1.35  -1.01  0.277
O  -3.76  1.63  -1.38  -0.691
O  -2.11  0.19  -0.91  -0.402
H  -2.10  6.33  -0.51  0.325
H  -2.96  4.19  -0.95  0.477
H  1.12  4.98  0.26  0.726
C  0.59  -3.23  -1.21  -0.608
N  0.44  -2.58  0.14  0.782
C  -0.64  -3.34  0.85  -0.766
N  -0.34  -4.75  0.95  0.093
C  -0.20  -5.30  -0.39  -0.700
N  0.89  -4.64  -1.11  0.162
C  2.13  -4.81  -0.36  -0.708
N  2.01  -4.25  0.98  0.136
C  1.71  -2.84  0.88  -0.586
C  0.92  -4.93  1.67  -0.705
H  1.41  -2.74  -1.75  0.279
H  -0.35  -3.10  -1.77  0.078
H  -1.58  -3.21  0.31  0.241
H  -0.74  -2.94  1.87  0.332
H  -1.13  -5.15  -0.93  0.351
H  0.01  -6.37  -0.33  0.343
H  2.94  -4.29  -0.89  0.338
H  2.37  -5.87  -0.30  0.335
H  2.54  -2.34  0.36  0.247
H  1.61  -2.43  1.90  0.168
H  0.82  -4.51  2.68  0.299
H  1.14  -5.99  1.75  0.335
C  3.90  3.78  3.79  -1.487
C  2.91  2.68  3.66  0.965
C  3.25  1.35  3.87  -0.831
C  2.31  0.35  3.77  -0.549
C  0.99  0.66  3.46  0.660
C  0.63  1.98  3.22  -0.113
C  1.58  2.97  3.33  -0.993
S  -0.21  -0.68  3.35  0.414
C  -1.43  -0.07  4.56  -1.186
O  -0.86  -0.46  2.00  -0.381
H  4.88  3.40  4.06  0.389
H  3.58  4.50  4.55  0.366
H  3.98  4.32  2.84  0.307
H  4.28  1.09  4.11  0.367
H  2.59  -0.68  3.95  0.436
H  -0.39  2.23  2.95  0.226
H  1.30  4.00  3.15  0.391
H  -1.57  1.00  4.45  0.352
H  -1.04  -0.31  5.54  0.431
H  -2.37  -0.58  4.39  0.425
Br  1.89  0.38  -6.90  -0.104
C  1.43  0.09  -5.09  0.165
C  2.34  0.38  -4.08  -0.912
C  1.95  0.18  -2.77  -0.308
N  0.74  -0.28  -2.42  0.276
C  -0.13  -0.55  -3.41  -0.164
C  0.17  -0.39  -4.75  -0.872
H  3.32  0.76  -4.31  0.487
H  2.64  0.39  -1.95  0.627
H  -1.11  -0.91  -3.10  0.536
H  -0.55  -0.63  -5.51  0.472



DFT (the ωB97M-V functional and the def2-TZVPD basis) results for an isolated molecule of C21H25N3O6S.

Calculated values
- F_max (eV/Å) = 1.0
- HOMO level (eV) = -8.85
- SMILES string = COc1ccc(S(=O)(=O)N2CCO[C@@H]2CNC(=O)C(=O)NCCc2ccccc2)cc1
- Kohn-Sham gap (eV) = 9.43
- ΔE to the lowest compared entry with this formula, charge and spin (kcal/mol) = 16.2

Each line ends with the Mulliken charge.
Element x y z (Å)
C  3.71  0.21  -1.99  -0.641
O  2.89  1.36  -2.02  -0.465
C  1.57  1.19  -2.24  0.544
C  0.98  -0.01  -2.65  -0.143
C  -0.39  -0.08  -2.81  -0.621
C  -1.17  1.03  -2.59  -0.062
S  -2.94  0.88  -2.66  1.350
O  -3.28  -0.33  -3.34  -0.713
O  -3.53  2.12  -3.07  -0.778
N  -3.22  0.70  -0.98  0.228
C  -4.20  1.59  -0.38  -0.798
C  -5.35  0.65  0.05  -0.371
O  -4.92  -0.66  -0.29  -0.551
C  -3.53  -0.63  -0.52  -0.038
C  -2.74  -0.94  0.76  -0.772
N  -1.34  -1.15  0.49  0.338
C  -0.61  -2.05  1.16  0.800
O  -1.02  -2.78  2.04  -0.731
C  0.87  -2.02  0.78  0.051
O  1.30  -1.36  -0.16  -0.460
N  1.60  -2.80  1.60  -0.058
C  3.02  -2.66  1.75  -0.651
C  3.35  -1.61  2.83  -1.215
C  2.69  -0.31  2.45  0.430
C  1.39  -0.04  2.86  -0.299
C  0.73  1.09  2.40  -0.595
C  1.37  1.96  1.54  -0.370
C  2.67  1.71  1.15  -0.507
C  3.33  0.58  1.60  -0.226
C  -0.60  2.24  -2.21  -0.492
C  0.76  2.32  -2.04  -0.676
H  3.83  -0.22  -2.99  0.391
H  3.30  -0.54  -1.31  0.111
H  4.68  0.55  -1.63  0.254
H  1.58  -0.89  -2.82  0.373
H  -0.86  -1.00  -3.12  0.424
H  -4.50  2.33  -1.12  0.402
H  -3.75  2.09  0.48  0.336
H  -5.55  0.72  1.12  0.268
H  -6.27  0.84  -0.50  0.343
H  -3.30  -1.36  -1.30  0.451
H  -3.14  -1.85  1.22  0.418
H  -2.86  -0.11  1.47  0.169
H  -0.88  -0.57  -0.20  -0.241
H  1.06  -3.24  2.34  0.321
H  3.45  -3.63  2.02  0.412
H  3.42  -2.34  0.79  0.215
H  2.98  -1.96  3.79  0.363
H  4.43  -1.49  2.88  0.433
H  0.89  -0.71  3.54  0.366
H  -0.28  1.28  2.72  0.430
H  0.84  2.83  1.17  0.432
H  3.17  2.39  0.47  0.354
H  4.34  0.38  1.28  0.443
H  -1.24  3.09  -2.06  0.504
H  1.24  3.24  -1.75  0.521



DFT (the ωB97M-V functional and the def2-TZVPD basis) results for a structure of composition C2HCuO2 in a non-equilibrium geometry.

Calculated values
- F_max (eV/Å) = 1.9
- HOMO level (spin up / spin down) (eV) = -6.67 / -6.67
- Kohn-Sham gap (spin up / spin down) (eV) = 5.15 / 5.15
- ΔE to the lowest compared entry with this formula, charge and spin (kcal/mol) = 10.7

Each line ends with the Mulliken charge.
Element x y z (Å)
O  -0.37  -1.78  -0.33  -0.477
C  0.64  -1.19  0.14  -0.210
O  -0.40  1.64  0.48  -0.166
C  0.15  1.28  1.42  0.178
Cu  -0.63  -0.14  -1.64  0.553
H  1.28  -1.84  0.81  0.122



Q: Look up the F_max of the third one.
A: 2.5 eV/Å



Q: Among the records above, which one has the lowest F_max?
A: C26H16IN3Pt



Copy entry 4 word for word.
DFT (the ωB97M-V functional and the def2-TZVPD basis) results for an isolated molecule of C21H25N3O6S.

Calculated values
- F_max (eV/Å) = 1.0
- HOMO level (eV) = -8.85
- SMILES string = COc1ccc(S(=O)(=O)N2CCO[C@@H]2CNC(=O)C(=O)NCCc2ccccc2)cc1
- Kohn-Sham gap (eV) = 9.43
- ΔE to the lowest compared entry with this formula, charge and spin (kcal/mol) = 16.2

Each line ends with the Mulliken charge.
Element x y z (Å)
C  3.71  0.21  -1.99  -0.641
O  2.89  1.36  -2.02  -0.465
C  1.57  1.19  -2.24  0.544
C  0.98  -0.01  -2.65  -0.143
C  -0.39  -0.08  -2.81  -0.621
C  -1.17  1.03  -2.59  -0.062
S  -2.94  0.88  -2.66  1.350
O  -3.28  -0.33  -3.34  -0.713
O  -3.53  2.12  -3.07  -0.778
N  -3.22  0.70  -0.98  0.228
C  -4.20  1.59  -0.38  -0.798
C  -5.35  0.65  0.05  -0.371
O  -4.92  -0.66  -0.29  -0.551
C  -3.53  -0.63  -0.52  -0.038
C  -2.74  -0.94  0.76  -0.772
N  -1.34  -1.15  0.49  0.338
C  -0.61  -2.05  1.16  0.800
O  -1.02  -2.78  2.04  -0.731
C  0.87  -2.02  0.78  0.051
O  1.30  -1.36  -0.16  -0.460
N  1.60  -2.80  1.60  -0.058
C  3.02  -2.66  1.75  -0.651
C  3.35  -1.61  2.83  -1.215
C  2.69  -0.31  2.45  0.430
C  1.39  -0.04  2.86  -0.299
C  0.73  1.09  2.40  -0.595
C  1.37  1.96  1.54  -0.370
C  2.67  1.71  1.15  -0.507
C  3.33  0.58  1.60  -0.226
C  -0.60  2.24  -2.21  -0.492
C  0.76  2.32  -2.04  -0.676
H  3.83  -0.22  -2.99  0.391
H  3.30  -0.54  -1.31  0.111
H  4.68  0.55  -1.63  0.254
H  1.58  -0.89  -2.82  0.373
H  -0.86  -1.00  -3.12  0.424
H  -4.50  2.33  -1.12  0.402
H  -3.75  2.09  0.48  0.336
H  -5.55  0.72  1.12  0.268
H  -6.27  0.84  -0.50  0.343
H  -3.30  -1.36  -1.30  0.451
H  -3.14  -1.85  1.22  0.418
H  -2.86  -0.11  1.47  0.169
H  -0.88  -0.57  -0.20  -0.241
H  1.06  -3.24  2.34  0.321
H  3.45  -3.63  2.02  0.412
H  3.42  -2.34  0.79  0.215
H  2.98  -1.96  3.79  0.363
H  4.43  -1.49  2.88  0.433
H  0.89  -0.71  3.54  0.366
H  -0.28  1.28  2.72  0.430
H  0.84  2.83  1.17  0.432
H  3.17  2.39  0.47  0.354
H  4.34  0.38  1.28  0.443
H  -1.24  3.09  -2.06  0.504
H  1.24  3.24  -1.75  0.521